Entry 1:
Below is the ion C18H30BrN2O3 with charge +1, with properties calculated with wB97M-V/def2-TZVPD.

As for the structure (SMILES): COc1cc(C[NH2+]CCCN2CCOCC2)c(Br)cc1OC(C)C. The HOMO energy comes out at -10.99 eV. The molar mass is 402.35 g/mol. The total charge is +1. The value obtained for the total energy is -3612.8847 hartree. As for the HOMO-LUMO gap: 8.744 eV.

XYZ file:
```
54
Properties=species:S:1:pos:R:3:lowdin_charge:R:1
C 0.487 -1.696 4.036 -0.059
O 1.313 -1.711 2.894 -0.045
C 0.749 -1.763 1.674 -0.195
C -0.609 -1.713 1.414 0.026
C -1.114 -1.777 0.113 -0.272
C -2.596 -1.679 -0.129 -0.113
N -2.899 -0.461 -0.922 -0.024
C -4.099 0.325 -0.577 -0.135
C -3.904 1.739 -1.121 -0.137
C -2.696 2.430 -0.473 -0.151
N -1.463 1.656 -0.698 -0.193
C -0.789 1.960 -1.971 -0.123
C 0.024 3.257 -1.904 -0.175
O 0.952 3.216 -0.847 -0.112
C 0.302 3.038 0.388 -0.172
C -0.481 1.721 0.393 -0.124
C -0.204 -1.898 -0.923 -0.582
Br -0.808 -2.005 -2.746 0.827
C 1.166 -1.930 -0.701 -0.050
C 1.669 -1.860 0.589 -0.189
O 2.954 -1.885 0.941 0.012
C 3.999 -1.941 -0.036 -0.405
C 5.236 -2.429 0.706 -0.027
C 4.228 -0.563 -0.654 -0.026
H -0.119 -0.786 4.082 0.096
H 1.167 -1.717 4.886 0.103
H -0.163 -2.575 4.072 0.103
H -1.308 -1.636 2.231 0.114
H -3.115 -1.615 0.828 0.129
H -2.962 -2.562 -0.659 0.132
H -2.079 0.328 -0.802 0.103
H -2.907 -0.708 -1.915 0.098
H -5.001 -0.136 -0.983 0.136
H -4.188 0.357 0.511 0.133
H -4.795 2.330 -0.913 0.128
H -3.782 1.700 -2.204 0.117
H -2.615 3.450 -0.860 0.126
H -2.864 2.499 0.604 0.133
H -1.528 2.024 -2.770 0.129
H -0.109 1.131 -2.186 0.118
H 0.604 3.384 -2.819 0.137
H -0.643 4.125 -1.787 0.126
H 1.083 3.016 1.148 0.136
H -0.373 3.884 0.591 0.131
H -0.988 1.581 1.348 0.131
H 0.223 0.897 0.245 0.121
H 1.829 -2.023 -1.546 0.104
H 3.733 -2.671 -0.813 0.143
H 5.488 -1.732 1.500 0.089
H 5.048 -3.404 1.148 0.086
H 6.074 -2.507 0.020 0.088
H 5.026 -0.619 -1.388 0.090
H 4.515 0.142 0.123 0.091
H 3.331 -0.188 -1.142 0.069
```

***

Entry 2:
Below is a structure of composition C18H30FN9PPm in a non-equilibrium geometry, with properties calculated with wB97M-V/def2-TZVPD.

The HOMO energy (spin up / spin down) comes out at -14.21 / -14.21 eV. Its multiplicity is 5. The molar mass is 567.47 g/mol. The total charge is +2. The value obtained for the total energy is -2245.9351 hartree. As for the HOMO-LUMO gap (spin up / spin down): 9.070 / 9.085 eV.

XYZ file:
```
60
Properties=species:S:1:pos:R:3:lowdin_charge:R:1
Pm -0.307 -0.727 0.739 1.732
C -3.230 3.745 -1.218 -0.020
N -2.958 2.316 -1.232 -0.112
C -3.849 1.277 -1.402 -0.029
C -3.194 0.074 -1.257 -0.077
N -1.823 0.364 -1.028 -0.107
C -1.710 1.744 -0.912 -0.405
P -0.081 2.598 -0.891 1.133
C 0.810 1.556 -2.031 -0.466
N 1.301 0.322 -1.682 0.004
C 2.005 -0.110 -2.789 -0.125
C 1.845 0.785 -3.824 -0.026
N 1.115 1.879 -3.364 -0.084
C 0.577 3.079 -4.031 -0.022
C 0.782 2.416 0.728 -0.419
N 0.978 1.279 1.463 -0.099
C 1.570 1.704 2.676 -0.085
C 1.850 3.028 2.616 0.012
N 1.354 3.497 1.359 -0.112
C 1.259 4.879 0.947 -0.045
H -2.252 4.265 -1.234 0.069
H -3.818 4.100 -0.369 0.102
H -3.864 4.025 -2.109 0.121
H -4.852 1.532 -1.739 0.141
H -3.474 -0.966 -1.352 0.107
H 2.516 -1.057 -2.792 0.102
H 2.240 0.747 -4.820 0.127
H 1.248 3.390 -4.881 0.118
H 0.618 3.966 -3.369 0.081
H -0.417 3.038 -4.427 0.084
H 1.864 0.943 3.343 0.094
H 2.409 3.689 3.229 0.126
H 2.246 5.414 1.208 0.132
H 0.476 5.459 1.429 0.096
H 1.099 4.959 -0.165 0.075
C 2.055 -2.980 0.187 -0.231
C 2.093 -3.111 1.695 -0.194
N 1.230 -2.130 2.327 -0.161
C 0.250 -2.649 3.289 -0.198
C -0.814 -3.601 2.682 -0.170
N -1.449 -3.016 1.503 -0.161
C -1.511 -3.907 0.312 -0.179
C -0.101 -4.159 -0.259 -0.166
N 0.713 -2.922 -0.363 -0.156
H 2.744 -3.766 -0.294 0.161
H 2.548 -2.020 -0.073 0.114
H 3.133 -3.001 2.018 0.141
H 1.739 -4.137 1.925 0.126
H 1.865 -1.461 2.783 0.122
H -0.278 -1.827 3.791 0.118
H 0.776 -3.147 4.121 0.137
H -1.548 -3.661 3.477 0.131
H -0.343 -4.587 2.461 0.132
H -2.355 -2.514 1.710 0.138
H -2.112 -3.444 -0.494 0.119
H -1.990 -4.854 0.559 0.129
H -0.301 -4.565 -1.273 0.142
H 0.384 -4.879 0.364 0.104
H 0.731 -2.697 -1.359 0.114
F -1.790 -0.173 2.090 -0.537
```

***

Entry 3:
Below is a structure of composition C18H30GeN4O4PSeTi in a non-equilibrium geometry, with properties calculated with wB97M-V/def2-TZVPD.

As for the energy relative to the best compared isomer or geometry (same formula, charge and spin): 0.217 eV. The HOMO energy (spin up / spin down) comes out at -14.19 / -14.77 eV. Its multiplicity is 2. The molar mass is 596.87 g/mol. The total charge is +2. The value obtained for the total energy is -6892.6343 hartree. As for the HOMO-LUMO gap (spin up / spin down): 8.406 / 8.624 eV.

XYZ file:
```
60
Properties=species:S:1:pos:R:3:lowdin_charge:R:1
Ti -0.046 1.042 -0.262 0.684
O -3.155 0.876 2.256 0.146
C -2.192 1.205 1.632 -0.524
O -1.802 0.697 0.447 -0.229
C -1.156 2.213 2.124 -0.151
C -1.288 3.151 3.128 0.061
C -0.220 4.022 3.343 0.022
C 0.934 3.946 2.565 0.067
C 0.986 2.965 1.596 -0.151
N -0.035 2.137 1.422 -0.003
C 2.073 2.732 0.552 -0.470
O 3.042 3.396 0.411 0.193
O 1.701 1.666 -0.223 -0.223
H -2.201 3.210 3.706 0.141
H -0.296 4.782 4.110 0.132
H 1.761 4.632 2.690 0.144
C 1.261 0.984 -5.249 -0.207
Ge 1.420 1.196 -3.338 0.786
C 3.247 0.991 -2.804 -0.195
C 0.276 -0.254 -2.507 -0.214
C 0.550 2.939 -2.989 -0.511
Se -0.783 3.156 -1.559 1.024
C -2.359 2.584 -2.534 -0.319
H 1.765 0.078 -5.587 0.037
H 1.738 1.837 -5.735 0.042
H 0.217 0.946 -5.563 0.034
H 3.727 0.336 -3.531 0.038
H 3.347 0.575 -1.806 0.016
H 3.758 1.953 -2.817 0.046
H -0.192 -0.779 -3.339 0.058
H -0.605 0.052 -1.922 -0.027
H 0.885 -0.970 -1.954 0.019
H 0.020 3.216 -3.900 0.028
H 1.297 3.710 -2.804 0.034
H -2.277 1.546 -2.842 0.033
H -2.457 3.234 -3.399 0.044
H -3.210 2.716 -1.872 0.042
C 0.322 -3.899 2.945 -0.093
N -0.952 -3.025 2.963 -0.058
C -1.977 -3.641 1.978 -0.083
N -1.402 -3.779 0.689 -0.134
C -0.192 -4.600 0.741 -0.133
N 0.826 -4.025 1.623 -0.138
C 1.394 -2.774 1.100 -0.273
P 0.099 -1.474 0.920 1.046
C -0.645 -1.595 2.601 -0.218
C -1.168 -2.489 0.030 -0.275
H 0.016 -4.865 3.344 0.152
H 1.034 -3.423 3.616 0.149
H -1.352 -3.047 3.902 0.188
H -2.838 -2.975 1.978 0.153
H -2.242 -4.608 2.405 0.152
H 0.216 -4.698 -0.263 0.144
H -0.452 -5.592 1.109 0.147
H 1.853 -2.960 0.128 0.106
H 2.187 -2.422 1.762 0.108
H -1.580 -1.038 2.645 0.091
H 0.036 -1.203 3.356 0.118
H -0.821 -2.667 -0.988 0.100
H -2.094 -1.917 -0.030 0.104
```

***

Entry 4:
Below is a cluster of 2 separate species, C18H30N7O2S in total in a non-equilibrium geometry, with properties calculated with wB97M-V/def2-TZVPD.

The HOMO energy comes out at -10.22 eV. The molar mass is 408.55 g/mol. The total charge is +1. The value obtained for the total energy is -1635.7012 hartree. As for the HOMO-LUMO gap: 7.372 eV.

XYZ file:
```
58
Properties=species:S:1:pos:R:3:lowdin_charge:R:1
N 4.203 -4.027 5.828 0.162
O -1.095 4.559 -1.341 0.052
O -3.362 -0.382 -2.753 0.042
C 3.414 -3.371 5.277 -0.178
S 0.482 -1.951 2.957 1.035
C -1.159 3.789 -2.283 -0.558
C -3.292 0.818 -2.980 -0.451
C 2.431 -2.608 4.570 -0.223
C 1.592 -3.142 3.622 -0.575
C 1.164 -0.706 3.994 -0.476
C 2.176 -1.184 4.797 -0.203
C 0.617 -2.666 -1.891 -0.475
N 1.594 -4.478 3.235 0.056
N -0.410 -3.353 -2.305 0.249
N -4.420 1.526 -3.089 0.039
N 1.158 -1.700 -2.613 0.103
N -1.778 2.615 -2.140 0.098
N 1.107 -2.958 -0.718 0.223
C -0.539 4.171 -3.613 0.015
C -4.574 2.954 -3.384 -0.048
C 0.667 0.716 4.041 -0.202
C 2.892 -0.312 5.805 -0.131
C 0.774 -1.251 -3.972 -0.139
C 1.106 1.419 5.332 -0.191
C 2.597 1.182 5.596 -0.188
C -0.576 -0.513 -4.033 -0.173
C -0.699 0.588 -2.962 -0.135
C -1.921 1.521 -3.120 -0.207
H 0.682 -4.884 3.037 0.090
H 2.237 -5.071 3.767 0.101
H -0.817 -4.071 -1.737 0.142
H -0.835 -3.103 -3.180 0.121
H -5.265 0.987 -2.969 0.149
H 1.947 -1.229 -2.202 0.160
H -2.166 2.474 -1.217 0.163
H 0.700 -3.690 -0.166 0.125
H 1.897 -2.455 -0.352 0.134
H -0.098 5.163 -3.517 0.094
H 0.239 3.459 -3.878 0.074
H -1.307 4.197 -4.383 0.078
H -3.920 3.253 -4.205 0.082
H -5.606 3.162 -3.672 0.093
H -4.339 3.551 -2.500 0.086
H -0.425 0.727 3.980 0.110
H 1.058 1.261 3.175 0.114
H 3.972 -0.476 5.736 0.123
H 2.574 -0.609 6.810 0.129
H 0.743 -2.106 -4.650 0.126
H 1.548 -0.574 -4.340 0.131
H 0.908 2.492 5.250 0.114
H 0.523 1.036 6.176 0.122
H 2.912 1.743 6.482 0.114
H 3.178 1.553 4.745 0.118
H -0.671 -0.061 -5.021 0.127
H -1.376 -1.242 -3.919 0.087
H -0.743 0.124 -1.975 0.119
H 0.207 1.195 -3.003 0.115
H -1.906 1.935 -4.128 0.142
```

***

total charge of number 1 (C18H30BrN2O3)?
+1